# C20H14FeN5O5S

A structure of composition C20H14FeN5O5S (wB97M-V/def2-TZVPD, the OMol25 dataset).

## Properties
Net charge: 0
HOMO (alpha / beta): -8.117 / -8.193 eV
Multiplicity: 2
Kohn-Sham gap (alpha / beta): 6.78 / 6.85 eV

```
46
C20H14FeN5O5S | the OMol25 dataset | wB97M-V/def2-TZVPD
Fe 1.521 0.411 0.100
O 7.196 -0.792 -0.992
C 5.914 -0.465 -0.741
C 5.565 0.720 -0.084
C 4.225 0.953 0.133
N 3.331 0.066 -0.263
C 3.623 -1.036 -0.938
C 4.934 -1.354 -1.200
C 2.343 -1.722 -1.403
O 2.362 -2.765 -2.004
O 1.276 -1.004 -1.113
C 3.535 2.188 0.701
O 4.164 3.120 1.132
O 2.227 2.102 0.592
H 7.790 -0.117 -0.644
H 6.301 1.447 0.234
H 5.198 -2.244 -1.751
S 1.559 -0.685 1.948
C -0.198 -0.818 2.064
N -0.711 -1.651 2.894
N -2.037 -1.840 2.991
C -2.944 -1.826 1.876
C -2.592 -2.426 0.669
C -3.497 -2.433 -0.378
C -4.758 -1.866 -0.220
C -5.105 -1.284 0.988
C -4.193 -1.254 2.038
N -1.005 0.017 1.289
N -0.394 0.694 0.442
C -1.199 1.552 -0.363
C -0.580 2.642 -0.959
C -1.329 3.482 -1.769
C -2.674 3.222 -1.983
C -3.280 2.123 -1.385
C -2.548 1.279 -0.569
H -2.220 -2.577 3.654
H -1.610 -2.866 0.551
H -3.221 -2.891 -1.319
H -5.464 -1.881 -1.040
H -6.084 -0.841 1.117
H -4.441 -0.779 2.978
H 0.462 2.854 -0.752
H -0.860 4.342 -2.228
H -3.255 3.875 -2.622
H -4.327 1.917 -1.562
H -3.000 0.411 -0.109
```

***

# C20H14I2N3O5SbSe4Ta

A structure of composition C20H14I2N3O5SbSe4Ta in a non-equilibrium geometry (wB97M-V/def2-TZVPD, the OMol25 dataset).

## Properties
Net charge: -1
HOMO: -3.913 eV
Relative energy (zero: lowest compared OMol25 entry of this formula, charge and spin): 72.02 kcal per mole
Multiplicity: 1
Kohn-Sham gap: 4.51 eV

```
50
C20H14I2N3O5SbSe4Ta | the OMol25 dataset | wB97M-V/def2-TZVPD
Ta 0.383 -0.472 0.110
O -3.312 -0.230 2.267
C -2.162 -0.358 1.909
O -1.709 -0.464 0.703
C -1.018 -0.241 2.896
C -1.106 0.418 4.112
C 0.073 0.836 4.718
C 1.299 0.583 4.104
C 1.286 -0.165 2.951
N 0.154 -0.580 2.369
C 2.490 -0.462 2.063
O 3.572 -0.009 2.343
O 2.111 -1.126 1.007
H -2.084 0.640 4.514
H 0.036 1.398 5.642
H 2.242 0.949 4.483
I 2.055 5.791 -3.939
C 2.022 3.953 -2.947
C 2.416 2.807 -3.617
C 2.376 1.576 -2.977
I 2.980 -0.146 -3.969
C 1.918 1.483 -1.666
O 1.828 0.320 -1.020
C 1.546 2.669 -1.001
C 1.097 2.401 0.395
N -0.245 1.748 0.446
C -1.438 2.438 -0.126
C -1.810 2.246 -1.577
C -3.157 2.055 -1.872
C -3.533 1.929 -3.196
C -2.558 1.994 -4.179
C -1.245 2.189 -3.786
N -0.876 2.324 -2.515
C 1.596 3.894 -1.629
H 2.758 2.863 -4.642
H 1.285 3.172 1.140
H 1.773 1.557 0.568
H -0.474 1.730 1.438
H -1.354 3.512 0.078
H -2.273 2.057 0.461
H -3.884 1.960 -1.077
H -4.570 1.758 -3.455
H -2.804 1.884 -5.227
H -0.443 2.230 -4.515
H 1.292 4.790 -1.104
Se -1.504 -5.222 3.373
Sb 0.294 -4.805 1.844
Se -0.635 -0.792 -2.114
Se -0.147 -2.699 -0.740
Se 1.950 -6.533 1.839
```

***

# C20H14O2

An isolated molecule of C20H14O2 in a non-equilibrium geometry (wB97M-V/def2-TZVPD, the OMol25 dataset).

## Properties
Net charge: 0
HOMO: -8.257 eV
Relative energy (zero: lowest compared OMol25 entry of this formula, charge and spin): 81.64 kcal per mole
Multiplicity: 1
Kohn-Sham gap: 8.90 eV
Structure (SMILES): c1ccc([C@]23Oc4ccccc4O[C@H]2c2ccccc23)cc1

```
36
C20H14O2 | the OMol25 dataset | wB97M-V/def2-TZVPD
C 2.706 1.991 2.855
C 1.419 1.705 3.383
C 0.379 1.152 2.555
C 0.704 0.835 1.235
C -0.153 0.009 0.274
O 0.451 -1.182 -0.364
C 0.887 -1.169 -1.670
C 1.903 -1.956 -2.226
C 2.078 -1.908 -3.600
C 1.262 -1.180 -4.400
C 0.228 -0.416 -3.861
C 0.119 -0.300 -2.466
O -0.918 0.449 -2.019
C -0.969 0.843 -0.710
C -2.189 0.295 0.077
C -3.482 0.497 0.388
C -4.051 -0.392 1.358
C -3.319 -1.509 1.966
C -1.852 -1.440 1.763
C -1.435 -0.469 0.828
C 1.943 1.230 0.760
C 2.913 1.814 1.576
H 3.344 2.542 3.504
H 1.111 1.817 4.433
H -0.639 0.855 2.892
H 2.534 -2.601 -1.542
H 2.964 -2.517 -3.980
H 1.379 -1.238 -5.466
H -0.347 0.158 -4.498
H -0.866 1.950 -0.497
H -3.993 1.475 0.208
H -5.089 -0.226 1.656
H -3.744 -2.211 2.622
H -1.220 -2.168 2.155
H 2.160 0.998 -0.241
H 3.781 2.268 1.053
```

***

# C20H15Cl2NO

A cluster of 2 separate species, C20H15Cl2NO in total in a non-equilibrium geometry (wB97M-V/def2-TZVPD, the OMol25 dataset).

## Properties
Net charge: 0
HOMO: -7.030 eV
Multiplicity: 1
Kohn-Sham gap: 4.48 eV

```
39
C20H15Cl2NO | the OMol25 dataset | wB97M-V/def2-TZVPD
Cl 4.057 -5.142 2.264
C 3.106 -3.748 2.529
C 3.700 -2.584 3.060
C 2.922 -1.446 3.254
C 1.558 -1.411 2.848
C 0.859 -0.154 2.863
C -0.431 -0.022 2.325
C -1.268 1.087 2.441
C -2.590 1.175 1.905
C -3.254 2.436 1.860
C -4.549 2.541 1.374
C -5.210 1.385 0.918
Cl -6.822 1.501 0.378
C -4.574 0.129 0.923
C -3.273 0.029 1.405
C 0.972 -2.617 2.365
C 1.741 -3.756 2.169
H 4.764 -2.579 3.296
H 3.329 -0.555 3.721
H 1.458 0.711 3.151
H -0.841 -0.838 1.705
H -0.891 1.941 3.008
H -2.710 3.323 2.195
H -5.056 3.506 1.341
H -5.093 -0.754 0.554
H -2.763 -0.937 1.411
H -0.104 -2.641 2.162
H 1.306 -4.650 1.725
O 0.896 1.087 4.687
C 0.967 2.175 5.350
C 1.962 3.206 5.205
C 1.854 4.412 5.924
N 0.846 4.680 6.781
C -0.051 3.701 7.017
C -0.006 2.462 6.366
H 2.783 3.028 4.521
H 2.594 5.219 5.800
H -0.858 3.912 7.734
H -0.753 1.694 6.520
```

***

# C20H15ClIrN2O7S

A structure of composition C20H15ClIrN2O7S (wB97M-V/def2-TZVPD, the OMol25 dataset).

## Properties
Net charge: -1
HOMO: -5.783 eV
Relative energy (zero: lowest compared OMol25 entry of this formula, charge and spin): 20.33 kcal per mole
Multiplicity: 1
Kohn-Sham gap: 8.25 eV

```
47
C20H15ClIrN2O7S | the OMol25 dataset | wB97M-V/def2-TZVPD
Ir 0.039 0.169 -0.752
S -2.187 0.828 -0.505
C -2.326 -0.102 -1.966
C -3.412 -0.393 -2.788
C -3.189 -1.189 -3.893
C -1.914 -1.682 -4.166
C -0.880 -1.355 -3.314
N -1.098 -0.579 -2.253
H -4.390 -0.002 -2.546
H -4.012 -1.435 -4.551
H -1.726 -2.309 -5.024
H 0.137 -1.691 -3.459
O -0.827 0.499 2.442
C 0.319 1.172 2.929
C 1.331 1.579 1.817
O 2.270 2.275 2.168
O 1.177 1.167 0.610
C 1.043 0.186 3.838
C 0.751 -1.170 3.777
C 1.430 -2.063 4.601
C 2.398 -1.611 5.482
C 2.697 -0.254 5.534
C 2.027 0.639 4.715
C -0.164 2.407 3.695
C -0.104 3.688 3.159
C -0.674 4.762 3.832
C -1.307 4.570 5.050
C -1.374 3.292 5.591
C -0.810 2.222 4.916
H -1.320 1.104 1.879
H 0.012 -1.530 3.075
H 1.198 -3.119 4.539
H 2.925 -2.309 6.121
H 3.461 0.109 6.211
H 2.269 1.693 4.735
H 0.410 3.854 2.222
H -0.615 5.754 3.401
H -1.744 5.410 5.576
H -1.867 3.129 6.541
H -0.870 1.224 5.334
N -0.582 -2.434 0.787
C -0.317 -1.453 0.235
O 1.930 0.472 -3.893
Cl 2.065 0.901 -2.542
O 3.270 1.602 -2.325
O 0.889 1.716 -2.155
O 1.980 -0.289 -1.640
```

***

# C20H15ClIrN2O7S

A structure of composition C20H15ClIrN2O7S in a non-equilibrium geometry (wB97M-V/def2-TZVPD, the OMol25 dataset).

## Properties
Net charge: -1
HOMO (alpha / beta): -5.685 / -5.687 eV
Relative energy (zero: lowest compared OMol25 entry of this formula, charge and spin): 76.79 kcal per mole
Multiplicity: 1
Kohn-Sham gap (alpha / beta): 7.12 / 7.11 eV

```
47
C20H15ClIrN2O7S | the OMol25 dataset | wB97M-V/def2-TZVPD
Ir -1.603 1.554 -0.741
S -4.131 2.437 -0.148
C -4.351 0.724 -0.167
C -5.497 0.027 0.228
C -5.472 -1.350 0.186
C -4.324 -2.008 -0.260
C -3.242 -1.249 -0.648
N -3.277 0.087 -0.597
H -6.360 0.583 0.568
H -6.333 -1.925 0.503
H -4.274 -3.087 -0.296
H -2.334 -1.690 -1.029
O 0.653 0.773 -0.767
C 1.110 0.041 0.360
C -0.163 -0.384 1.150
O -0.086 -1.365 1.864
O -1.166 0.408 1.037
C 1.848 0.926 1.360
C 2.546 0.346 2.418
C 3.237 1.145 3.313
C 3.219 2.528 3.177
C 2.477 3.110 2.163
C 1.793 2.311 1.254
C 1.930 -1.141 -0.123
C 1.300 -2.306 -0.552
C 2.041 -3.360 -1.060
C 3.423 -3.261 -1.160
C 4.057 -2.094 -0.763
C 3.312 -1.039 -0.250
H 1.389 1.024 -1.336
H 2.530 -0.730 2.534
H 3.797 0.695 4.124
H 3.779 3.146 3.869
H 2.430 4.188 2.074
H 1.198 2.766 0.475
H 0.223 -2.379 -0.490
H 1.541 -4.262 -1.387
H 3.999 -4.084 -1.564
H 5.131 -1.993 -0.858
H 3.815 -0.127 0.045
N -0.853 4.530 0.001
C -1.165 3.454 -0.285
O -1.613 1.960 -3.115
Cl -1.635 0.585 -3.672
O -2.945 0.285 -4.156
O -0.660 0.486 -4.710
O -1.292 -0.289 -2.568
```

***

# C20H15N4O6S4Tc

A structure of composition C20H15N4O6S4Tc in a non-equilibrium geometry (wB97M-V/def2-TZVPD, the OMol25 dataset).

## Properties
Net charge: -1
HOMO (alpha / beta): -5.519 / -5.612 eV
Relative energy (zero: lowest compared OMol25 entry of this formula, charge and spin): 27.87 kcal per mole
Multiplicity: 4
Kohn-Sham gap (alpha / beta): 7.54 / 6.67 eV

```
50
C20H15N4O6S4Tc | the OMol25 dataset | wB97M-V/def2-TZVPD
Tc 0.035 1.012 -0.348
C 0.291 1.101 4.244
O 1.537 1.579 3.736
C 1.740 1.351 2.427
O 0.920 0.786 1.730
N 2.959 1.774 2.038
N 3.408 1.544 0.739
H 0.371 1.169 5.328
H 0.125 0.069 3.932
H -0.537 1.705 3.872
H 3.507 2.316 2.703
H 4.344 1.152 0.730
H 3.351 2.372 0.152
O -2.950 3.336 1.453
C -2.485 2.394 0.824
O -1.230 2.221 0.648
C -3.452 1.370 0.258
C -4.769 1.792 0.093
C -5.770 0.927 -0.306
C -5.469 -0.413 -0.506
C -4.173 -0.852 -0.351
C -3.146 0.031 -0.006
S -1.555 -0.703 0.066
H -4.977 2.829 0.308
H -6.783 1.280 -0.435
H -6.246 -1.115 -0.772
H -3.922 -1.891 -0.495
S -0.900 1.692 -2.446
C 0.174 3.046 -2.455
S 1.258 3.014 -1.119
C 0.167 4.040 -3.411
C 1.044 5.131 -3.356
N 1.735 6.051 -3.355
C -0.741 4.047 -4.481
N -1.474 4.085 -5.367
O 3.508 -6.779 0.101
C 2.293 -6.173 0.188
O 1.352 -6.811 0.586
C 2.209 -4.756 -0.213
C 0.939 -4.209 -0.436
C 0.777 -2.884 -0.759
C 1.885 -2.036 -0.836
S 1.782 -0.351 -1.245
C 3.159 -2.582 -0.641
C 3.320 -3.914 -0.341
H 4.169 -6.196 -0.292
H 0.080 -4.858 -0.356
H -0.207 -2.485 -0.940
H 4.018 -1.931 -0.718
H 4.328 -4.279 -0.172
```

***

# C20H15N5O6PdS2

A structure of composition C20H15N5O6PdS2 in a non-equilibrium geometry (wB97M-V/def2-TZVPD, the OMol25 dataset).

## Properties
Net charge: -2
HOMO: -0.088 eV
Multiplicity: 1
Kohn-Sham gap: 4.80 eV

```
49
C20H15N5O6PdS2 | the OMol25 dataset | wB97M-V/def2-TZVPD
Pd 0.936 0.693 -1.060
N -1.382 -2.905 -1.154
C -0.327 -2.042 -1.163
N -0.446 -0.771 -1.206
C -1.744 -0.156 -1.166
N -1.802 1.150 -1.094
N -0.643 1.747 -1.000
C -0.455 3.128 -1.034
C 0.839 3.537 -1.041
C 1.288 4.909 -1.026
C 2.611 5.196 -1.096
C 3.574 4.149 -1.163
C 3.118 2.855 -1.128
N 1.823 2.526 -1.068
C -2.900 -1.014 -1.061
C -4.212 -0.542 -0.945
C -5.278 -1.421 -0.808
C -5.061 -2.790 -0.769
C -3.762 -3.277 -0.879
C -2.697 -2.408 -1.026
H -1.163 -3.746 -0.629
H 0.660 -2.487 -1.080
H -1.314 3.784 -1.017
H 0.544 5.695 -0.961
H 2.936 6.232 -1.088
H 4.635 4.350 -1.199
H 3.806 2.017 -1.111
H -4.364 0.529 -0.953
H -6.285 -1.028 -0.720
H -5.889 -3.478 -0.650
H -3.569 -4.344 -0.842
O 4.243 0.416 0.657
S 3.431 -0.749 0.334
O 4.121 -2.003 0.442
O 2.720 -0.551 -0.969
C 2.058 -0.715 1.519
C 1.838 0.549 2.060
C 0.734 0.812 2.851
C -0.169 -0.205 3.113
C 0.054 -1.472 2.600
C 1.159 -1.761 1.800
S 1.247 -3.536 1.350
O -0.170 -3.932 1.292
O 1.961 -4.125 2.467
O 1.882 -3.668 0.054
H 2.547 1.329 1.822
H 0.570 1.812 3.235
H -1.053 -0.017 3.711
H -0.646 -2.272 2.798
```

***

# C20H15N6STc

A structure of composition C20H15N6STc (wB97M-V/def2-TZVPD, the OMol25 dataset).

## Properties
Net charge: +1
HOMO (alpha / beta): -11.671 / -11.698 eV
Multiplicity: 2
Kohn-Sham gap (alpha / beta): 6.36 / 6.50 eV

```
43
C20H15N6STc | the OMol25 dataset | wB97M-V/def2-TZVPD
Tc -0.406 0.389 1.673
N 2.878 1.491 -0.431
C 2.590 0.670 0.565
S 1.280 -0.481 0.319
N 3.292 0.699 1.677
C 3.122 -0.134 2.835
C 3.287 -1.508 2.746
C 3.133 -2.275 3.891
C 2.847 -1.668 5.107
C 2.717 -0.289 5.186
C 2.845 0.488 4.044
H 2.249 1.541 -1.214
H 3.565 2.225 -0.338
H 3.982 1.435 1.763
H 3.537 -1.968 1.800
H 3.259 -3.348 3.836
H 2.737 -2.271 5.999
H 2.517 0.185 6.137
H 2.734 1.565 4.088
N -0.628 0.267 3.533
C -0.645 -0.091 4.674
N -0.570 -0.344 5.863
C -0.866 -1.358 6.646
N -1.068 -2.233 7.367
C -4.392 3.606 -1.205
C -3.310 4.004 -0.402
C -2.521 3.079 0.235
C -2.795 1.709 0.083
C -2.042 0.670 0.702
C -2.388 -0.669 0.565
C -3.476 -1.063 -0.220
C -4.203 -0.078 -0.842
C -3.899 1.300 -0.712
C -4.687 2.278 -1.358
H -4.995 4.356 -1.698
H -3.098 5.058 -0.280
H -1.695 3.398 0.856
H -1.804 -1.450 1.078
H -3.738 -2.106 -0.324
H -5.053 -0.352 -1.455
H -5.523 1.962 -1.967
N 0.985 3.189 1.628
C 0.433 2.171 1.666
```

***

# C20H16Cl2N4O2

An isolated molecule of C20H16Cl2N4O2 in a non-equilibrium geometry (wB97M-V/def2-TZVPD, the OMol25 dataset).

## Properties
Net charge: 0
HOMO: -9.459 eV
Relative energy (zero: lowest compared OMol25 entry of this formula, charge and spin): 0.00 kcal per mole
Multiplicity: 1
Kohn-Sham gap: 9.44 eV
Structure (SMILES): CN1C(=O)N(c2cc(Cl)cc(Cl)c2)C(=O)[C@]12CNC[C@@H]2c1ccc(C#N)cc1

```
44
C20H16Cl2N4O2 | the OMol25 dataset | wB97M-V/def2-TZVPD
C 2.922 0.402 0.774
N 1.596 0.649 0.210
C 1.067 0.012 -0.904
O 1.649 -0.927 -1.437
N -0.170 0.428 -1.246
C -0.747 0.294 -2.512
C 0.032 0.095 -3.704
C -0.558 -0.081 -4.912
Cl 0.388 -0.532 -6.277
C -1.942 -0.058 -5.025
C -2.728 0.088 -3.895
Cl -4.460 -0.011 -4.051
C -2.124 0.300 -2.661
C -0.452 1.453 -0.360
O -1.373 2.266 -0.414
C 0.549 1.463 0.810
C 1.008 2.872 1.177
N 1.387 2.820 2.590
C 0.891 1.544 3.143
C -0.061 0.951 2.085
C -0.258 -0.546 2.027
C -1.531 -1.011 1.579
C -1.715 -2.358 1.365
C -0.690 -3.292 1.671
C -0.883 -4.653 1.431
N -1.027 -5.781 1.203
C 0.541 -2.842 2.148
C 0.736 -1.493 2.292
H 3.706 0.624 0.031
H 3.123 1.067 1.600
H 3.053 -0.622 1.108
H 1.110 0.029 -3.673
H -2.408 -0.269 -5.985
H -2.768 0.484 -1.818
H 0.238 3.622 1.090
H 1.851 3.174 0.515
H 0.972 3.622 3.089
H 1.708 0.863 3.275
H 0.394 1.692 4.107
H -1.048 1.445 2.241
H -2.309 -0.302 1.308
H -2.684 -2.716 0.993
H 1.332 -3.583 2.337
H 1.684 -1.184 2.677
```

***

# C20H16Cl2N4S

A cluster of 2 separate species, C20H16Cl2N4S in total in a non-equilibrium geometry (wB97M-V/def2-TZVPD, the OMol25 dataset).

## Properties
Net charge: 0
HOMO: -7.848 eV
Relative energy (zero: lowest compared OMol25 entry of this formula, charge and spin): 361.40 kcal per mole
Multiplicity: 1
Kohn-Sham gap: 7.23 eV

```
43
C20H16Cl2N4S | the OMol25 dataset | wB97M-V/def2-TZVPD
N 0.885 0.753 -0.172
N -0.311 0.148 -0.054
C -1.590 0.550 -0.096
N -2.326 -0.451 0.167
N -1.481 -1.422 0.289
C -0.292 -1.318 0.218
C 0.849 -2.274 0.321
C 1.856 -1.882 1.262
C 1.312 -1.408 2.429
C 1.966 -1.102 3.623
C 3.372 -1.543 3.441
C 4.091 -1.982 2.347
C 5.378 -2.033 2.506
C 5.876 -2.834 1.241
C 5.223 -2.993 0.147
C 3.768 -2.920 0.275
C 3.089 -2.161 1.432
H 3.192 -3.121 -0.610
H 5.565 -3.492 -0.834
H 6.922 -3.102 1.315
H 6.006 -1.947 3.268
H 3.945 -1.391 4.467
H 1.488 -0.851 4.413
H 0.087 -1.414 2.568
H 1.612 -1.923 -1.041
H 0.484 -3.184 0.048
S -1.909 2.293 0.104
C -3.715 1.973 -0.474
C -4.106 2.517 -1.519
C -4.693 3.895 -1.669
C -4.948 4.439 -3.055
C -4.693 3.811 -4.118
C -4.303 2.436 -4.079
C -3.890 1.981 -2.712
Cl -3.225 0.333 -2.714
H -4.172 1.765 -5.111
H -4.981 4.283 -5.135
H -5.546 5.273 -2.876
Cl -4.840 4.812 -0.319
H -4.161 2.343 0.488
H -4.063 0.927 -0.161
H 1.478 0.532 0.761
H 0.797 1.684 -0.380
```